Record 1
The following is a quantum chemistry calculation of a structure of composition C33H31Cl4CoN2O4S2, from OMol25.

Structure (ORCA input):
```
! RIJCOSX wB97M-V def2-TZVPD def2/J DEFGRID3
* xyz -1 2
Co -0.6480 -0.4152 -0.6869
Cl -3.3623 5.9156 -1.1544
C -2.8279 4.3786 -0.5394
C -2.9490 4.0893 0.8043
Cl -3.6212 5.2550 1.9086
C -2.5144 2.8308 1.2762
Cl -2.6236 2.4287 2.9742
C -1.9746 1.8676 0.4349
O -1.5715 0.6941 0.8403
C -1.7880 2.1894 -0.9610
O -1.2011 1.3133 -1.7023
C -2.2524 3.4287 -1.4108
Cl -2.0662 3.7770 -3.1059
C -3.7569 -3.1312 3.6885
C -2.4130 -3.1877 2.9707
S -2.0705 -1.6208 2.1027
O -1.1485 -2.0453 0.9831
C -1.0321 -0.8559 3.3830
C 0.3599 -1.4686 3.4463
H -3.9994 -4.0980 4.1348
H -4.5582 -2.8664 2.9949
H -3.7514 -2.3871 4.4900
H -2.4088 -3.9198 2.1621
H -1.5946 -3.4223 3.6531
H -1.5883 -0.9346 4.3224
H -1.0012 0.1922 3.0776
H 0.3606 -2.4562 3.9117
H 1.0275 -0.8230 4.0220
H 0.7576 -1.5691 2.4362
O 0.9823 0.0124 0.5828
S 1.2523 1.2136 1.4216
C 2.8938 0.8916 2.0718
C 3.6319 -0.1463 1.5308
C 4.8925 -0.4167 2.0486
C 5.3934 0.3391 3.1006
C 4.6327 1.3656 3.6437
C 3.3728 1.6424 3.1307
C 1.6809 2.5093 0.2631
C 2.4245 2.1916 -0.8642
C 2.7328 3.1973 -1.7644
C 2.2807 4.4949 -1.5428
C 1.5359 4.7960 -0.4121
C 1.2347 3.7961 0.5052
H 3.2024 -0.7346 0.7243
H 5.4810 -1.2242 1.6313
H 6.3751 0.1220 3.5036
H 5.0209 1.9483 4.4697
H 2.7683 2.4429 3.5474
H 2.7162 1.1622 -1.0507
H 3.3167 2.9616 -2.6461
H 2.4915 5.2722 -2.2674
H 1.1731 5.8040 -0.2540
H 0.6399 4.0094 1.3877
C 3.0287 -1.5359 -3.5316
C 2.6604 -2.3999 -2.5049
C 1.5441 -2.1158 -1.7180
C 0.7577 -0.9714 -1.9149
C 1.1466 -0.1248 -2.9642
C 2.2608 -0.3957 -3.7588
H 3.9033 -1.7454 -4.1396
H 3.2450 -3.2970 -2.3174
H 1.2794 -2.8087 -0.9199
H 0.5709 0.7795 -3.1494
H 2.5347 0.2886 -4.5575
N -3.8768 -4.1636 -4.5398
C -3.2908 -3.2657 -3.6606
C -2.4968 -2.2203 -4.1173
C -1.9731 -1.3238 -3.2081
N -2.1671 -1.4002 -1.8905
C -2.9610 -2.3783 -1.4636
C -3.5359 -3.3251 -2.2913
H -3.4322 -4.2465 -5.4379
H -4.1467 -5.0480 -4.1455
H -2.2822 -2.1098 -5.1747
H -1.3685 -0.4891 -3.5378
H -3.1439 -2.4099 -0.4000
H -4.1655 -4.1034 -1.8745
*
```

Computed properties:
* expectation value of S²: 0.84
* frontier orbital gap (spin up / spin down): 5.669 / 5.636 eV
* energy relative to the best compared isomer or geometry (same formula, charge and spin): 4.2 kcal per mole
* HOMO level (spin up / spin down): -3.397 / -3.364 eV

Löwdin atomic charge list, values in e, 2 entries: atom 1 (Co): 0.500, atom 2 (Cl): 0.594

---

Record 2
The following is a quantum chemistry calculation of a structure of composition C33H31F5IrN8PSTe at a distorted geometry, from OMol25.

Structure (ORCA input):
```
! RIJCOSX wB97M-V def2-TZVPD def2/J DEFGRID3
* xyz 2 1
Ir 0.4583 -0.1593 0.5609
C -0.5173 -5.3683 2.0958
N 0.0432 -4.0171 2.1233
C 0.8666 -3.5130 3.0948
C 1.1920 -2.2470 2.7169
N 0.5786 -1.9882 1.5253
C -0.1212 -3.0637 1.1833
P -1.0827 -3.2964 -0.3285
C 0.2022 -2.6015 -1.4054
N 0.8788 -1.4864 -1.1503
C 1.8484 -1.3735 -2.1064
C 1.7457 -2.4322 -2.9569
N 0.7052 -3.1995 -2.5073
C 0.2420 -4.4361 -3.1320
C -2.0534 -1.7889 -0.1687
N -1.5970 -0.6394 0.2983
C -2.6479 0.2320 0.3533
C -3.7598 -0.4153 -0.0955
N -3.3768 -1.6873 -0.4136
C -4.2414 -2.6994 -1.0097
H -0.2539 -5.8770 3.0177
H -0.1127 -5.9299 1.2568
H -1.6004 -5.3282 2.0114
H 1.1445 -4.0808 3.9656
H 1.8375 -1.5317 3.1955
H 2.5466 -0.5550 -2.1114
H 2.3202 -2.6946 -3.8289
H 0.2966 -4.3351 -4.2124
H -0.7892 -4.6275 -2.8501
H 0.8602 -5.2772 -2.8235
H -2.5399 1.2382 0.7217
H -4.7757 -0.0755 -0.2010
H -5.2525 -2.5795 -0.6308
H -3.8842 -3.6926 -0.7521
H -4.2573 -2.5888 -2.0933
N 1.7570 2.4812 3.1778
C 0.7093 1.8008 3.5992
S -0.3793 0.9819 2.5252
N 0.3638 1.7860 4.8811
C 0.9710 2.4353 6.0037
C 0.1212 2.8465 7.0231
C 0.6401 3.4662 8.1461
C 2.0087 3.6758 8.2565
C 2.8548 3.2374 7.2513
C 2.3447 2.6087 6.1232
H 1.9941 2.4755 2.1995
H 2.2709 3.0845 3.8014
H -0.5247 1.3445 5.0711
H -0.9472 2.6889 6.9296
H -0.0229 3.7877 8.9375
H 2.4119 4.1722 9.1282
H 3.9234 3.3739 7.3480
H 3.0284 2.2102 5.3851
F 1.2875 2.0244 -2.1125
C 2.2325 1.9084 -1.1716
C 2.0485 1.1026 -0.0573
C 3.1315 1.1003 0.8268
F 3.0628 0.3323 1.9439
C 4.2868 1.8358 0.6585
F 5.2606 1.7908 1.5635
C 4.4161 2.6277 -0.4718
F 5.5121 3.3367 -0.6685
C 3.3827 2.6575 -1.3903
F 3.4848 3.4042 -2.4802
C -0.5926 0.1301 -4.8448
Te -1.3072 0.2843 -2.8302
C -2.2236 2.0631 -3.5935
C -2.4285 1.8053 -5.0638
C -3.3719 2.4981 -5.8117
C -3.5126 2.2376 -7.1672
C -2.7135 1.2845 -7.7805
C -1.7690 0.5904 -7.0380
C -1.6210 0.8512 -5.6815
H -0.4716 -0.9112 -5.1372
H 0.3833 0.6149 -4.9026
H -1.5165 2.8786 -3.4381
H -3.1418 2.2969 -3.0600
H -4.0080 3.2336 -5.3342
H -4.2588 2.7704 -7.7416
H -2.8320 1.0719 -8.8345
H -1.1494 -0.1620 -7.5116
*
```

Computed properties:
* frontier orbital gap: 5.663 eV
* energy relative to the best compared isomer or geometry (same formula, charge and spin): 22.6 kcal per mole
* HOMO level: -12.168 eV

Löwdin atomic charge list, values in e, 2 entries: atom 1 (Ir): 1.168, atom 2 (C): 0.002

---

Record 3
The following is a quantum chemistry calculation of a structure of composition C33H31IO11Si2, from OMol25.

Structure (ORCA input):
```
! RIJCOSX wB97M-V def2-TZVPD def2/J DEFGRID3
* xyz 0 1
Si -9.8144 -0.1386 0.6972
O -8.8986 0.9566 -0.1418
Si -7.3678 0.6057 -0.6690
C -7.0327 1.3935 -2.3348
C -5.8214 0.7190 -2.9954
C -4.5038 0.7568 -2.2314
I -4.0180 2.6656 -1.4029
H -9.7186 0.1217 2.1465
H -9.3735 -1.5215 0.4272
H -11.2133 -0.0028 0.2529
H -6.3696 1.0480 0.3303
H -7.1576 -0.8517 -0.8447
H -7.9095 1.1471 -2.9379
H -6.9104 2.4704 -2.2586
H -5.6467 1.1258 -3.9906
H -6.0735 -0.3388 -3.1081
H -3.6905 0.5945 -2.9332
H -4.4121 -0.0008 -1.4599
C -1.2515 3.5259 4.5709
C -0.5211 3.1718 3.5180
C -1.1337 3.0313 2.1735
O -0.4683 2.7070 1.2106
C -2.5861 3.2998 2.0424
C -3.3165 3.6544 3.0957
C -2.7083 3.7963 4.4439
O -3.3708 4.1206 5.4036
H -0.8303 3.6352 5.5620
H 0.5406 2.9707 3.5861
H -3.0081 3.1864 1.0477
H -4.3784 3.8544 3.0262
C 4.7569 2.7058 -0.7621
C 4.6931 1.4315 -1.1353
C 3.4476 0.6408 -0.9602
O 3.3941 -0.5233 -1.2998
C 2.2785 1.3230 -0.3566
C 2.3386 2.5974 0.0176
C 3.5828 3.3893 -0.1561
O 3.6440 4.5509 0.1833
H 5.6525 3.3030 -0.8778
H 5.5324 0.9108 -1.5789
H 1.3809 0.7290 -0.2383
H 1.4915 3.1031 0.4594
C -2.3430 5.9347 -6.9052
C -2.5329 4.6249 -6.7790
C -2.7536 4.0056 -5.4471
O -2.9294 2.8110 -5.3309
C -2.7545 4.9016 -4.2632
C -2.5660 6.2119 -4.3898
C -2.3457 6.8336 -5.7206
O -2.1752 8.0265 -5.8395
H -2.1799 6.4103 -7.8639
H -2.5371 3.9517 -7.6269
H -2.9206 4.4130 -3.3099
H -2.5627 6.8851 -3.5419
C 4.5826 -6.3257 0.3406
C 3.7697 -5.7415 1.2164
C 3.2092 -4.3892 0.9547
O 2.4698 -3.8514 1.7502
C 3.5884 -3.7190 -0.3167
C 4.4027 -4.3083 -1.1874
C 4.9644 -5.6581 -0.9280
O 5.7062 -6.1949 -1.7237
H 5.0055 -7.3090 0.5068
H 3.4775 -6.2103 2.1417
H 3.1704 -2.7358 -0.4906
H 4.6933 -3.8384 -2.1185
C 6.3300 -7.7113 4.7422
C 7.5179 -8.0725 5.2175
C 8.6446 -7.1057 5.2921
O 9.7265 -7.4346 5.7234
C 8.3919 -5.7207 4.8162
C 7.2035 -5.3605 4.3411
C 6.0800 -6.3271 4.2681
O 4.9968 -5.9964 3.8341
H 5.4949 -8.3972 4.6778
H 7.7246 -9.0749 5.5699
H 9.2265 -5.0345 4.8802
H 6.9953 -4.3586 3.9879
*
```

Computed properties:
* frontier orbital gap: 7.971 eV
* HOMO level: -9.628 eV

Löwdin atomic charge list, values in e, 2 entries: atom 1 (Si): 0.508, atom 2 (O): -0.487

---

Record 4
The following is a quantum chemistry calculation of a structure of composition C33H31LaN9S3 at a distorted geometry, from OMol25.

Structure (ORCA input):
```
! RIJCOSX wB97M-V def2-TZVPD def2/J DEFGRID3
* xyz -1 1
La 0.5221 -0.0711 -0.7063
C 1.9993 -3.8404 -1.6526
N 2.0787 -3.1156 -0.4113
C 1.4562 -3.7555 0.7401
C 3.2734 -2.4231 -0.1348
C 4.5266 -2.8179 -0.6601
C 5.6596 -2.0645 -0.4446
C 5.5962 -0.8751 0.2699
C 4.4034 -0.4694 0.8295
C 3.2117 -1.2394 0.6878
N 1.9863 -0.8152 1.1854
C 1.9379 -0.4846 2.5281
C 2.8220 -1.0743 3.4834
C 2.7927 -0.6937 4.8228
C 1.9846 0.3607 5.2030
C 1.0407 0.8929 4.3517
C 0.9802 0.4692 3.0121
N -0.0790 0.9647 2.2034
C -1.3901 0.3232 2.5286
C -0.1883 2.4414 2.2611
H 2.2977 -4.8853 -1.5648
H 2.5951 -3.3086 -2.4109
H 0.9498 -3.8436 -2.0015
H 2.0162 -4.6694 1.0861
H 0.4661 -4.1064 0.4489
H 1.3410 -3.0393 1.5738
H 4.5938 -3.7852 -1.1716
H 6.5854 -2.4007 -0.8873
H 6.4974 -0.2556 0.3610
H 4.3583 0.4693 1.4034
H 3.4564 -1.8996 3.1826
H 3.4129 -1.1899 5.5644
H 2.1516 0.7787 6.1985
H 0.2767 1.6106 4.6823
H -1.6425 0.3454 3.6136
H -1.3953 -0.7261 2.2189
H -2.1671 0.8429 1.9575
H -0.6285 2.8080 3.1949
H -0.8160 2.7239 1.4127
H 0.8049 2.9049 2.0707
N 0.6801 4.5426 -1.6263
C 0.4767 3.2660 -1.3066
S 1.8678 2.3938 -0.7564
N -0.7784 2.8809 -1.5247
N -1.1846 1.6969 -1.0179
C -2.4874 1.5134 -0.8006
C -3.4310 2.6123 -0.8133
C -3.3770 3.6056 -1.8180
C -4.1728 4.7354 -1.7541
C -5.0800 4.8809 -0.7133
C -5.1815 3.9019 0.2634
C -4.3698 2.7881 0.2205
C -2.9192 0.1193 -0.5566
C -4.2551 -0.3236 -0.5337
C -4.5436 -1.6782 -0.4490
C -3.5112 -2.6035 -0.4454
C -2.2311 -2.1028 -0.4326
N -1.9155 -0.8251 -0.4744
H 1.5252 5.0139 -1.3417
H -0.1526 5.0880 -1.8817
H -2.6498 3.4872 -2.6264
H -4.1623 5.4685 -2.5548
H -5.7592 5.7428 -0.6612
H -5.8881 3.9582 1.0813
H -4.4853 2.0413 1.0305
H -5.0368 0.4252 -0.7237
H -5.5975 -1.9825 -0.3366
H -3.6957 -3.6639 -0.4710
H -1.3875 -2.7854 -0.5075
S -1.0966 -0.1285 -3.5487
C -0.1615 -1.2126 -4.4425
C -0.9197 -2.0751 -5.2691
N -1.4453 -2.8761 -5.9155
C 1.2183 -1.4393 -4.3414
S 2.3133 -0.6146 -3.2911
C 1.7880 -2.5205 -5.0537
N 2.2387 -3.4170 -5.6362
*
```

Computed properties:
* frontier orbital gap: 4.701 eV
* energy relative to the best compared isomer or geometry (same formula, charge and spin): 12.4 kcal per mole
* HOMO level: -3.624 eV

Löwdin atomic charge list, values in e, 2 entries: atom 1 (La): 1.582, atom 2 (C): -0.106